{
  "formula": "C11H21Cl16O6PS",
  "method": "wB97M-V/def2-TZVPD",
  "elements": ["O", "C", "O", "C", "P", "O", "O", "O", "C", "S", "O", "H", "H", "H", "H", "H", "Cl", "C", "Cl", "H", "H", "Cl", "C", "Cl", "H", "H", "Cl", "C", "Cl", "H", "H", "Cl", "C", "Cl", "H", "H", "Cl", "C", "Cl", "H", "H", "Cl", "C", "Cl", "H", "H", "Cl", "C", "Cl", "H", "H", "Cl", "C", "Cl", "H", "H"],
  "positions_angstrom": [[-2.431, -0.646, 2.400], [-1.738, -0.870, 1.381], [-0.747, 0.033, 0.825], [0.150, -0.813, 0.064], [1.982, -0.377, -0.095], [2.840, -1.642, -0.016], [2.164, 0.463, -1.592], [2.379, 0.671, 1.216], [-0.257, -2.322, 0.516], [0.292, -2.802, 2.252], [-1.709, -2.071, 0.556], [-0.257, -0.799, -1.022], [1.245, 0.783, -1.775], [1.834, 0.316, 1.965], [0.123, -3.023, -0.319], [-0.849, -2.990, 3.045], [0.921, -2.160, -2.635], [1.991, -2.018, -4.039], [3.633, -1.598, -3.545], [2.012, -2.971, -4.566], [1.609, -1.240, -4.698], [1.959, 4.261, 1.297], [3.617, 3.788, 1.693], [4.790, 4.742, 0.777], [3.785, 3.947, 2.757], [3.751, 2.734, 1.451], [4.224, 1.260, 4.405], [2.512, 1.344, 4.836], [1.607, 0.005, 4.120], [2.417, 1.296, 5.920], [2.100, 2.284, 4.471], [-0.726, -1.351, -6.146], [0.348, -1.208, -7.543], [1.993, -0.788, -7.048], [0.370, -2.160, -8.071], [-0.032, -0.429, -8.203], [-6.341, 1.494, 0.510], [-4.797, 1.811, 1.311], [-3.920, 3.121, 0.511], [-4.988, 2.093, 2.347], [-4.190, 0.908, 1.281], [-4.171, 2.760, 4.884], [-2.659, 2.414, 4.035], [-1.262, 2.658, 5.091], [-2.670, 1.378, 3.698], [-2.574, 3.080, 3.177], [6.247, -0.375, -2.471], [6.800, -1.555, -1.278], [7.424, -3.012, -2.061], [7.592, -1.109, -0.678], [5.962, -1.829, -0.637], [-9.449, -0.315, -1.928], [-8.877, -1.475, -0.724], [-8.236, -2.933, -1.493], [-8.088, -1.012, -0.133], [-9.708, -1.753, -0.077]],
  "smiles": "O=C1O[C@@H](P(=O)(O)O)[C@@H](S)O1.ClCCl.ClCCl.ClCCl.ClCCl.ClCCl.ClCCl.ClCCl.ClCCl",
  "e_homo_ev": -10.3,
  "total_energy_ha": -8985.77713
}